Record 1
The following is a DFT calculation (the ωB97M-V functional and the def2-TZVPD basis) of 14 unconnected molecules or ions with the total composition H28O14 in a non-equilibrium geometry.

Output
energy	-1070.072107	a.u.

Positions of all 42 atoms, in Å:
O 1.4701 0.2853 -4.7515
H 0.7507 -0.2881 -5.0046
H 2.3672 -0.0170 -4.8890
O 2.7056 0.5292 3.2008
H 3.6021 0.4339 2.8487
H 2.8596 0.3454 4.1377
O -1.8502 1.4720 2.4996
H -2.2334 0.7667 3.0429
H -2.6223 1.6804 1.9698
O 0.0825 3.3625 1.2302
H 1.0276 3.3684 1.1051
H -0.1442 2.9274 2.0486
O -2.0234 -1.2068 -2.0815
H -1.7261 -0.5884 -2.7369
H -1.4010 -1.6724 -1.5314
O 3.4936 -0.8421 0.6643
H 2.6345 -0.7637 1.0890
H 3.4700 -0.4994 -0.2314
O -2.2685 2.3649 -0.7269
H -2.2111 3.2533 -1.0625
H -2.4184 2.2798 0.2088
O -4.2204 -0.1432 -1.9422
H -3.6902 0.6604 -1.8723
H -3.6680 -0.7833 -1.4252
O 4.4744 -1.5235 -2.3170
H 4.7587 -1.8258 -1.4522
H 4.1132 -2.2959 -2.7437
O -0.5465 -4.0799 1.3853
H -1.3414 -3.6668 1.7444
H -0.0675 -3.2846 1.1366
O -3.9406 -0.7968 2.4258
H -4.0312 -0.7588 1.4690
H -4.3205 -1.6338 2.7064
O 0.3814 -0.6573 -1.5897
H 0.5940 0.3044 -1.6126
H 0.5081 -0.5110 -2.5467
O 0.6114 -1.1921 2.6826
H 0.2915 -0.5794 2.0135
H 1.2796 -0.6400 3.1249
O 1.4350 2.2272 -0.5899
H 1.1967 2.8902 -1.2498
H 2.3005 1.9815 -0.9470

***

Record 2
The following is a DFT calculation (the ωB97M-V functional and the def2-TZVPD basis) of 14 unconnected molecules or ions with the total composition H29O14 in a non-equilibrium geometry.

Output
energy	-1070.455662	a.u.
total charge	+1

Positions of all 43 atoms, in Å:
O 1.1649 0.4309 -0.0382
H 1.8307 0.8065 0.5424
O 1.4464 -0.1452 -3.2865
H 2.3240 -0.4049 -3.1081
H 1.0532 -0.3997 -4.1626
O -1.1060 1.4457 -0.3210
H -2.8482 4.6048 0.3053
H -1.8447 2.0587 0.0508
O -0.4158 -1.0719 1.0437
H -0.5260 -0.3444 1.7703
H 0.2243 -1.6193 1.6330
O 3.5248 1.6268 1.9700
H 4.1605 1.1530 1.3682
H 4.2393 2.0728 2.5060
O 2.4394 -3.0267 -0.7010
H 2.2195 -3.5039 0.0958
H 2.9986 -3.7135 -1.1112
O -2.3276 1.5530 -3.7095
H -1.8761 1.8058 -2.9351
H -1.7840 1.1348 -4.3557
O 0.7119 -3.3551 2.1345
H 0.0005 -3.7266 1.6132
H 0.8726 -3.7957 2.9329
O -1.7051 0.4797 3.2361
H -2.2050 -0.3438 3.4069
H 0.4394 1.2504 -0.1527
O -3.8847 -0.3844 -0.6131
H -4.1854 -1.0687 -0.0120
H -3.6207 -0.8440 -1.3879
O -2.0448 4.3054 0.8096
H -1.5564 0.6582 -0.7160
H 0.4275 1.6968 -2.1238
O 1.1058 2.1297 -1.6818
H -1.9465 1.1608 3.8975
H 1.9460 1.9433 -2.1624
O -1.8018 -2.1677 -3.2531
H -0.9289 -2.5508 -3.0664
H -1.8620 -1.1816 -3.1755
O 1.9936 -0.7044 3.5746
H 2.5783 -1.4384 3.7045
H 2.6949 -0.0591 3.4490
H 0.5366 -0.3758 0.4442
H -2.4633 3.9087 1.5845

***

Record 3
The following is a DFT calculation (the ωB97M-V functional and the def2-TZVPD basis) of a molecular structure, H29O14 in a non-equilibrium geometry.

Output
energy	-1070.357675	a.u.
total charge	+1

Positions of all 43 atoms, in Å:
O 1.4345 -0.6496 -1.4124
H 1.9014 0.4717 1.6188
O -2.1344 2.8751 -0.5326
H -3.0091 2.5860 0.0244
H -2.4107 3.7392 -0.9527
O 2.0246 -0.1298 0.8447
H 3.7518 -2.2152 1.1166
H 1.3116 -0.7085 1.6489
O -0.2019 -0.6625 0.6177
H -0.8301 -0.9142 1.3463
H -0.5091 -0.6951 -0.2263
O 3.7198 -0.5438 -2.5936
H 4.3306 -1.2313 -2.9654
H 3.8855 0.2276 -3.1821
O -1.8045 0.2419 -1.4059
H -2.6341 0.5161 -1.0681
H -1.2909 0.9862 -1.2304
O -0.6203 1.4877 4.4058
H -0.3057 0.6601 4.3343
H -0.0639 2.0501 3.9378
O -3.9827 -0.9234 -0.1603
H -4.5841 -1.7160 -0.4590
H -4.2144 -0.9553 0.7733
O -1.7576 -2.3173 3.3779
H -1.0730 -3.0250 3.6841
H 1.1082 -0.4828 -2.3879
O 1.1456 -0.9396 3.1061
H 1.8831 -1.3506 3.4343
H 0.5375 -1.6328 3.2410
O 3.6364 -1.6641 1.9129
H 1.6985 0.4753 0.2040
H 1.1678 2.6965 -4.7657
O 0.7219 2.0455 -4.1987
H -2.5392 -2.8423 3.6877
H 0.0066 1.7511 -4.8442
O 0.9697 2.3448 -0.0394
H 0.7815 2.1868 -1.0423
H 1.7660 2.9852 -0.0615
O -3.8780 -0.8066 -3.6013
H -2.9356 -0.5835 -3.8161
H -4.0398 -1.0424 -2.7465
H 2.4093 -0.8480 -1.6160
H 4.6274 -1.4474 1.9921

***

Record 4
The following is a DFT calculation (the ωB97M-V functional and the def2-TZVPD basis) of 14 unconnected molecules or ions with the total composition H29O14 in a non-equilibrium geometry.

Output
energy	-1070.604032	a.u.
total charge	+1

Positions of all 43 atoms, in Å:
O 0.6457 -1.8991 3.0510
H 1.2676 -2.2543 3.6918
O -0.5179 0.7586 -3.3838
H 0.4200 0.4689 -3.4076
H -0.9417 0.5498 -4.2232
O -1.3738 -0.3995 -1.1068
H -1.7081 0.4906 -0.8465
H -1.3835 -0.1984 -2.0742
O 0.4206 -3.0558 0.7263
H -0.5120 -2.8884 0.3464
H 0.5537 -3.9857 0.4771
O -1.7185 1.0414 2.6508
H -2.2205 0.1901 2.5304
H -2.2895 1.7272 3.0104
O 0.0914 3.0238 -1.6037
H 0.3489 3.7904 -2.1299
H 0.4125 2.3150 -2.1875
O 3.0590 3.0806 -0.9593
H 2.6055 3.4985 -1.6898
H 3.8304 2.6177 -1.3057
O -2.2517 2.0880 -0.6351
H -1.5459 2.4023 -1.2366
H -1.8907 2.4180 0.1947
O 1.2322 -0.9881 -0.8070
H 1.1591 -1.9255 -0.5223
H 0.3112 -0.6522 -0.7987
O -2.0296 -2.7089 -0.1462
H -2.3405 -3.3236 -0.8184
H -2.0981 -1.7914 -0.5568
O 0.7236 0.7500 2.9936
H 1.4749 0.9807 2.3422
H -0.2675 1.0027 2.8418
O -2.6128 -1.4643 2.8288
H -2.6399 -2.0453 2.0552
H -1.9461 -1.8164 3.4357
O 2.1302 -0.2467 -3.3588
H 2.1489 -0.5448 -2.4356
H 1.7945 -0.9817 -3.8820
O 2.2609 0.8944 0.8935
H 2.2060 1.7058 0.3695
H 1.9243 0.1747 0.3114
H 0.5424 -2.5530 2.3027
H 0.7248 -0.2461 3.0623

***

ΔE to the lowest compared entry with this formula, charge and spin across the listed records, respectively: 3.507; 4.037; 6.704; 0.000 eV.
HOMO energy across the listed records, respectively: -10.11; -13.67; -12.95; -14.35 eV.
Frontier orbital gap across the listed records, respectively: 0.368; 0.405; 0.374; 0.432 Eh.